# C10H9N4

A gas-phase ion, C10H9N4 (charge +1) (ωB97M-V/def2-TZVPD, the Open Molecules 2025 dataset).

Structure (XYZ):
```
23
C10H9N4 (ωB97M-V/def2-TZVPD)
N 0.04 -1.97 -0.23
H 3.90 0.47 -0.23
C -0.01 1.69 -0.90
C 1.12 -0.40 1.41
H 0.03 -0.02 -1.95
H 0.38 2.51 -1.45
H -1.60 3.15 -0.39
C 0.61 0.29 -0.97
C -1.18 2.06 -0.34
N -3.08 1.21 0.90
C -1.59 -0.38 0.05
C 2.80 0.25 -0.07
H -1.34 -3.26 -1.05
N 2.03 0.37 -1.08
C -2.05 0.99 0.20
N -2.04 -1.48 -0.39
C -1.16 -2.43 -0.52
H 0.42 -0.67 2.33
H 2.90 0.42 2.12
C 2.35 0.09 1.27
H -3.53 0.34 1.25
C 0.25 -0.63 0.22
H 0.75 -2.61 -0.19
```

Summary:
HOMO level: -13.2 eV
relative energy (zero: lowest compared OMol25 entry of this formula, charge and spin): 56.3 kcal per mole
HOMO-LUMO gap: 7.36 eV
charge: +1
strongest force on any atom: 5.58 eV Å⁻¹
structure (SMILES): [H]/N=C1/C=C[C@H]2N=CC=C[C@]23[NH+]=CN=C13